Formula: C3H9N2S
Source: the Open Molecules 2025 dataset
Level of theory: ωB97M-V/def2-TZVPD

Last column: Löwdin charge in e.
Positions of all 15 atoms, in Å:
C1 0.07096 -0.24596 0.19229  -0.35
C2 1.42040 0.44737 -0.08104  -0.88
S1 2.22487 1.13844 1.34324  0.08
N1 -0.67771 -0.46174 -1.05482  -0.10
C3 -1.87879 -1.28890 -0.91259  -0.35
N2 -3.10288 -0.55246 -0.59303  -0.02
H1 -0.54891 0.39401 0.81707  0.08
H2 0.33778 -1.20936 0.63130  0.09
H3 1.98210 -0.31916 -0.65616  0.04
H4 1.26852 1.15692 -0.90363  0.03
H5 -0.18264 -0.82514 -1.84803  0.08
H6 -2.01148 -1.76038 -1.89242  0.10
H7 -1.77592 -2.07043 -0.14819  0.10
H8 -2.92137 -0.09398 0.29642  0.05
H9 -3.07054 0.27371 -1.17923  0.05

The spin multiplicity is 1. As for the total charge: -1. Its strongest force on any atom is 1.7 eV/Å. The calculation puts the relative energy (zero: lowest compared OMol25 entry of this formula, charge and spin) at 74.1 kJ/mol. As for the structure (SMILES): NCNCC[S-].

Formula: C3H9N2S
Source: the Open Molecules 2025 dataset
Level of theory: ωB97M-V/def2-TZVPD

Last column: Löwdin charge in e.
Positions of all 15 atoms, in Å:
C1 -0.57049 0.69977 0.81921  -0.35
C2 0.62663 1.59561 1.11637  -0.81
S1 0.30754 3.41054 1.14342  0.02
N1 -0.18011 -0.61325 0.29952  -0.10
C3 0.16576 -0.80512 -1.07970  -0.35
N2 -0.37492 -2.04555 -1.64914  -0.02
H1 -1.20907 0.55689 1.69708  0.09
H2 -1.15678 1.25001 0.07782  0.08
H3 1.30883 1.46088 0.26735  0.01
H4 1.15243 1.17728 1.98308  0.03
H5 0.36343 -1.14805 0.95847  0.09
H6 1.24965 -0.68525 -1.22287  0.10
H7 -0.24384 0.00954 -1.68052  0.11
H8 -0.07001 -2.88077 -1.16113  0.04
H9 -1.36903 -1.98254 -1.56896  0.04

The spin multiplicity is 1. As for the total charge: -1. Its strongest force on any atom is 1.3 eV/Å. The calculation puts the relative energy (zero: lowest compared OMol25 entry of this formula, charge and spin) at 77.7 kJ/mol. As for the structure (SMILES): NCNCC[S-].